The following is a DFT calculation (ωB97M-V with the def2-TZVPD basis set) of a molecular structure, C46H56IrN4O2PTe.

As for the frontier orbital gap (spin up / spin down): 5.389 / 5.398 eV. The HOMO energy (spin up / spin down) is -14.800 / -14.809 eV. The value obtained for the energy above the lowest of the compared OMol25 structures with the same formula, charge and spin is 316.76 kJ/mol. Its total energy is -78062.9199 eV. As for the LUMO energy (spin up / spin down): -9.41 / -9.41 eV.

Geometry as ORCA input:
```
! wB97M-V def2-TZVPD RIJCOSX def2/J DEFGRID3
* xyz 3 2
Ir -0.17 0.11 0.77
C -2.98 1.41 2.09
C -1.76 2.23 2.51
N -0.62 1.36 2.78
C -0.79 0.52 3.98
C -0.22 -0.87 3.78
N -0.59 -1.45 2.48
C -1.91 -2.07 2.34
C -3.01 -1.05 2.24
N -2.59 0.13 1.46
H -3.61 1.22 2.96
H -3.57 2.01 1.40
H -1.49 2.91 1.70
H -2.00 2.84 3.38
H 0.19 1.97 2.91
H -0.28 0.98 4.84
H -1.84 0.47 4.23
H 0.87 -0.82 3.80
H -0.55 -1.51 4.61
H 0.06 -2.21 2.32
H -1.88 -2.64 1.41
H -2.11 -2.76 3.17
H -3.88 -1.53 1.78
H -3.32 -0.74 3.24
H -2.96 0.07 0.52
C 2.65 -2.76 -0.80
C 3.19 -1.92 0.36
C 2.38 -2.13 1.64
C 3.21 -0.42 0.01
C 4.21 -0.11 -1.11
O 3.42 0.55 -2.10
C 2.18 0.68 -1.66
N 1.93 0.17 -0.50
C 1.32 1.41 -2.61
C 1.86 1.58 -3.90
C 1.22 2.35 -4.85
C 0.00 2.94 -4.55
C -0.56 2.74 -3.30
C 0.09 1.99 -2.32
P -0.73 1.99 -0.69
C -2.46 1.86 -1.19
C -2.78 0.82 -2.08
C -4.08 0.62 -2.49
C -5.10 1.44 -2.01
C -4.79 2.47 -1.13
C -3.48 2.68 -0.71
C -0.40 3.69 -0.14
C -1.04 4.80 -0.67
C -0.70 6.07 -0.22
C 0.28 6.24 0.75
C 0.93 5.13 1.27
C 0.60 3.86 0.83
H 2.69 -3.81 -0.55
H 3.25 -2.61 -1.70
H 1.63 -2.48 -1.03
H 4.23 -2.21 0.55
H 1.50 -1.50 1.57
H 2.96 -1.83 2.51
H 2.09 -3.18 1.75
H 3.48 0.13 0.92
H 4.64 -1.01 -1.55
H 5.02 0.55 -0.82
H 2.80 1.11 -4.14
H 1.67 2.49 -5.82
H -0.51 3.55 -5.27
H -1.52 3.18 -3.08
H -1.99 0.20 -2.47
H -4.31 -0.18 -3.19
H -6.12 1.28 -2.32
H -5.58 3.13 -0.78
H -3.26 3.49 -0.03
H -1.81 4.70 -1.42
H -1.20 6.94 -0.64
H 0.53 7.23 1.10
H 1.71 5.25 2.02
H 1.10 2.98 1.21
Te 3.02 1.78 2.95
C 4.46 1.17 4.33
C 5.37 2.12 4.80
C 6.31 1.77 5.74
C 6.36 0.46 6.22
C 5.46 -0.49 5.75
C 4.51 -0.14 4.81
H 5.33 3.14 4.42
H 7.01 2.51 6.11
H 7.10 0.19 6.96
H 5.50 -1.50 6.13
H 3.80 -0.88 4.46
C -3.25 -6.01 -4.77
C -2.53 -4.96 -4.00
C -2.12 -3.77 -4.61
C -1.46 -2.78 -3.92
C -1.07 -1.53 -4.67
C -1.23 -2.95 -2.52
C -0.70 -1.85 -1.79
O -0.73 -1.68 -0.55
C -1.56 -4.20 -1.91
C -1.18 -4.57 -0.50
C -2.21 -5.16 -2.66
H -3.67 -5.61 -5.70
H -4.04 -6.47 -4.18
H -2.55 -6.81 -5.04
H -2.33 -3.63 -5.66
H -1.04 -1.74 -5.73
H -0.08 -1.16 -4.38
H -1.80 -0.74 -4.51
H -0.24 -1.06 -2.40
H -0.52 -3.85 -0.04
H -0.68 -5.54 -0.51
H -2.07 -4.68 0.12
H -2.47 -6.10 -2.18
*
```



The following is a DFT calculation (ωB97M-V with the def2-TZVPD basis set) of 9 unconnected molecules or ions with the total composition C46H57F5O8S4.

As for the frontier orbital gap: 9.603 eV. As for the SMILES: O=S1(=O)CCCC1.O=S1(=O)CCCC1.O=S1(=O)CCCC1.O=S1(=O)CCCC1.Fc1ccccc1.Fc1ccccc1.Fc1ccccc1.Fc1ccccc1.Fc1ccccc1. The HOMO energy is -9.460 eV. The value obtained for the energy above the lowest of the compared OMol25 structures with the same formula, charge and spin is 303.76 kJ/mol. Its total energy is -121916.7668 eV. As for the LUMO energy: 0.14 eV.

Geometry as ORCA input:
```
! wB97M-V def2-TZVPD RIJCOSX def2/J DEFGRID3
* xyz 0 1
F 0.24 2.68 1.44
C -0.24 2.12 0.27
C 0.50 1.24 -0.56
C 0.08 0.59 -1.55
C -1.37 0.45 -1.70
C -2.13 1.12 -0.83
C -1.65 2.00 0.15
H 1.60 1.20 -0.24
H 0.92 0.14 -2.39
H -1.68 -0.17 -2.50
H -3.12 1.01 -0.75
H -2.37 2.42 0.75
F -7.08 -3.33 -6.52
C -6.38 -2.77 -5.45
C -7.08 -2.06 -4.52
C -6.43 -1.48 -3.31
C -5.04 -1.71 -3.23
C -4.34 -2.34 -4.24
C -4.99 -2.79 -5.32
H -8.31 -2.02 -4.66
H -7.01 -0.88 -2.65
H -4.44 -1.31 -2.46
H -3.34 -2.35 -4.11
H -4.54 -3.41 -6.14
F -2.96 5.16 1.38
C -2.21 6.19 1.98
C -2.90 7.16 2.67
C -2.09 8.33 3.18
C -0.71 8.27 3.07
C -0.02 7.24 2.38
C -0.76 6.21 1.79
H -3.93 6.97 2.83
H -2.69 8.97 3.60
H -0.11 8.89 3.66
H 0.98 7.31 2.26
H -0.06 5.39 1.23
F 3.14 1.21 -3.07
C 3.56 0.17 -3.83
C 4.07 -0.97 -3.22
C 4.49 -2.11 -4.06
C 4.52 -1.92 -5.49
C 3.86 -0.83 -6.03
C 3.45 0.28 -5.31
H 3.92 -1.11 -2.20
H 5.11 -2.83 -3.75
H 4.91 -2.74 -5.90
H 3.70 -0.75 -7.19
H 3.13 1.29 -5.55
F -2.55 -1.97 -0.98
C -3.07 -3.04 -0.41
C -2.35 -4.25 -0.59
C -2.87 -5.42 0.09
C -4.23 -5.39 0.65
C -4.94 -4.14 0.67
C -4.35 -3.03 0.15
H -1.20 -4.26 -1.22
H -2.32 -6.30 0.03
H -4.79 -6.22 1.16
H -5.97 -3.95 0.94
H -4.80 -2.29 0.05
C 0.05 -1.35 2.75
C -0.28 -2.68 2.03
C 0.47 -2.53 0.82
S 2.09 -2.03 1.28
O 2.70 -0.90 0.49
O 2.88 -3.20 1.71
C 1.60 -1.24 2.75
H -0.36 -1.50 3.82
H -0.39 -0.42 2.19
H -1.29 -2.76 1.79
H -0.11 -3.72 2.68
H -0.01 -1.80 0.26
H 0.74 -3.22 0.09
H 1.86 -0.22 2.74
H 2.08 -1.80 3.60
C 5.26 3.01 0.79
C 5.12 1.46 0.89
C 5.24 1.18 2.28
S 4.49 2.46 3.18
O 5.47 3.02 4.10
O 3.20 2.13 3.64
C 4.35 3.58 1.87
H 4.83 3.39 -0.30
H 6.40 3.55 0.79
H 5.83 1.06 0.20
H 4.16 1.13 0.58
H 6.26 1.40 2.26
H 4.92 0.17 2.66
H 4.76 4.57 2.12
H 3.33 3.90 1.80
C 0.88 -4.61 -3.11
C 0.66 -3.14 -3.02
C 0.45 -2.68 -4.36
S -0.26 -3.99 -5.19
O 0.76 -4.27 -6.15
O -1.64 -3.62 -5.52
C -0.28 -5.20 -3.86
H 0.93 -5.04 -2.06
H 1.80 -4.82 -3.49
H 1.58 -2.67 -2.60
H -0.19 -2.90 -2.25
H 1.22 -2.41 -4.65
H -0.19 -1.65 -4.57
H -0.13 -6.20 -4.20
H -1.12 -5.31 -3.25
C -0.03 1.29 5.49
C -0.84 2.42 4.89
C -0.09 3.62 5.19
S 0.58 3.44 6.76
O -0.37 3.83 7.78
O 1.85 4.10 6.56
C 0.73 1.72 6.85
H 0.65 0.83 5.00
H -0.70 0.57 5.72
H -1.59 2.51 5.45
H -0.94 2.54 3.84
H -0.80 4.51 5.32
H 0.72 4.04 4.59
H 0.15 1.23 7.70
H 1.74 1.30 6.79
*
```



The following is a DFT calculation (ωB97M-V with the def2-TZVPD basis set) of 6 unconnected molecules or ions with the total composition C46H57FN9O10.

As for the frontier orbital gap: 8.357 eV. The HOMO energy is -11.519 eV. Its total energy is -85197.6346 eV. As for the LUMO energy: -3.16 eV.

Geometry as ORCA input:
```
! wB97M-V def2-TZVPD RIJCOSX def2/J DEFGRID3
* xyz 1 1
C -1.24 -5.72 -0.46
C -0.72 -4.27 0.19
C 0.67 -3.73 -0.49
C 0.48 -2.71 -1.75
C 0.76 -1.11 -1.36
C -0.50 -0.61 -0.43
C -1.22 0.75 -0.99
C -0.23 2.07 -1.06
C 0.33 2.60 0.38
N 1.71 2.12 0.77
C 2.06 1.79 2.22
N 1.22 1.84 3.48
C 0.96 3.27 3.93
C 0.63 3.28 5.55
C -0.25 4.61 5.98
C -1.74 4.68 5.29
C 3.65 1.34 2.32
N 4.16 1.43 0.88
F 5.44 1.18 0.47
C 2.99 1.89 0.00
N 3.18 2.11 -1.49
H -0.27 -6.32 -0.81
H -1.80 -6.27 0.40
H -1.93 -5.56 -1.41
H -0.53 -4.45 1.35
H -1.64 -3.54 0.11
H 1.27 -4.69 -0.84
H 1.32 -3.26 0.39
H -0.62 -2.79 -2.22
H 1.25 -3.07 -2.59
H 1.75 -1.03 -0.71
H 0.89 -0.52 -2.37
H -1.32 -1.47 -0.49
H -0.16 -0.45 0.70
H -1.54 0.54 -2.11
H -2.24 1.00 -0.43
H 0.58 1.86 -1.88
H -0.91 2.95 -1.50
H 0.31 3.77 0.52
H -0.42 2.17 1.21
H 1.74 1.31 4.24
H 0.00 3.64 3.35
H 1.85 4.00 3.68
H 1.64 3.33 6.17
H 0.11 2.27 5.90
H -0.41 4.59 7.15
H 0.32 5.60 5.70
H -2.51 5.26 5.97
H -2.22 3.61 5.10
H -1.70 5.28 4.26
H 4.24 1.06 3.30
H 2.80 1.24 -1.97
H 2.58 2.92 -1.76
C -6.81 -4.57 0.19
C -7.21 -3.44 0.90
C -6.44 -2.27 0.86
C -5.27 -2.25 0.09
C -4.86 -3.38 -0.62
C -5.63 -4.54 -0.56
N -4.48 -1.02 0.02
O -4.86 -0.04 0.67
O -3.46 -1.03 -0.70
H -7.41 -5.47 0.23
H -8.13 -3.46 1.49
H -6.77 -1.40 1.42
H -3.95 -3.38 -1.22
H -5.33 -5.43 -1.11
C -1.96 3.46 -7.12
C -1.63 2.12 -6.92
C -0.73 1.76 -5.91
C -0.19 2.76 -5.09
C -0.52 4.11 -5.29
C -1.41 4.45 -6.31
N 0.73 2.39 -4.01
O 1.01 1.19 -3.88
O 1.17 3.30 -3.29
H -2.66 3.73 -7.91
H -2.06 1.35 -7.56
H -0.48 0.71 -5.77
H -0.10 4.89 -4.67
H -1.67 5.49 -6.47
C 6.41 0.45 5.19
C 5.69 1.16 6.17
C 5.82 0.81 7.51
C 6.67 -0.24 7.88
C 7.38 -0.95 6.90
C 7.24 -0.60 5.56
N 6.83 -0.59 9.29
O 6.17 0.05 10.12
O 7.62 -1.51 9.58
H 6.31 0.73 4.14
H 5.04 1.98 5.87
H 5.26 1.37 8.26
H 8.04 -1.78 7.17
H 7.79 -1.15 4.79
C -3.20 -8.45 4.08
C -2.82 -8.67 2.75
C -3.78 -8.60 1.73
C -5.11 -8.31 2.06
C -5.49 -8.10 3.39
C -4.53 -8.17 4.40
N -6.11 -8.22 0.99
O -5.74 -8.43 -0.17
O -7.27 -7.93 1.31
H -2.45 -8.50 4.87
H -1.78 -8.89 2.51
H -3.47 -8.78 0.71
H -6.52 -7.88 3.66
H -4.81 -8.00 5.44
C 3.99 7.54 -8.13
C 3.02 7.82 -9.09
C 2.05 6.87 -9.40
C 2.05 5.64 -8.73
C 3.02 5.36 -7.76
C 3.99 6.31 -7.47
N 1.01 4.65 -9.03
O 0.17 4.93 -9.90
O 1.02 3.59 -8.39
H 4.75 8.29 -7.88
H 3.03 8.78 -9.60
H 1.30 7.10 -10.15
H 3.03 4.40 -7.24
H 4.75 6.10 -6.72
*
```



The following is a DFT calculation (ωB97M-V with the def2-TZVPD basis set) of a molecular structure, C46H60BF4IIrP3Si.

As for the frontier orbital gap (spin up / spin down): 6.398 / 5.036 eV. The HOMO energy (spin up / spin down) is -10.156 / -10.113 eV. The value obtained for the energy above the lowest of the compared OMol25 structures with the same formula, charge and spin is 159.30 kJ/mol. Its total energy is -106907.8112 eV. As for the LUMO energy (spin up / spin down): -3.76 / -5.08 eV.

Geometry as ORCA input:
```
! wB97M-V def2-TZVPD RIJCOSX def2/J DEFGRID3
* xyz 1 2
Ir -0.30 -0.80 0.08
C -3.96 0.06 1.19
C -3.51 0.90 -0.03
C -4.51 2.02 -0.30
P -1.71 1.27 0.15
C -1.37 2.49 1.52
C -1.16 3.93 1.04
C -2.40 2.45 2.65
C -1.17 2.22 -1.30
C -1.97 3.19 -1.91
C -1.52 3.88 -3.02
C -0.27 3.59 -3.55
C 0.53 2.64 -2.93
C 0.11 1.97 -1.78
Si 1.32 0.79 -0.89
C 1.95 -0.09 -2.43
C 3.24 0.05 -2.94
C 3.54 -0.35 -4.23
C 2.55 -0.89 -5.04
C 1.29 -1.11 -4.51
C 0.99 -0.75 -3.20
P -0.51 -1.40 -2.39
C -0.20 -3.25 -2.55
C 1.29 -3.57 -2.40
C -0.74 -3.92 -3.81
C -1.88 -1.09 -3.60
C -2.01 0.39 -3.94
C -3.20 -1.63 -3.03
C 2.58 2.07 -0.24
C 3.31 2.77 -1.20
C 4.09 3.87 -0.86
C 4.13 4.31 0.45
C 3.44 3.60 1.42
C 2.69 2.46 1.09
P 2.01 1.42 2.41
C 1.54 2.54 3.82
C 0.37 1.92 4.59
C 2.65 2.87 4.82
C 3.53 0.51 2.98
C 3.13 -0.64 3.91
C 4.38 0.06 1.80
H -4.73 -0.65 0.89
H -4.40 0.71 1.95
H -3.15 -0.49 1.67
H -3.50 0.24 -0.90
H -4.38 2.87 0.36
H -5.51 1.61 -0.13
H -4.48 2.36 -1.33
H -0.41 2.14 1.91
H -2.07 4.35 0.60
H -0.35 4.01 0.31
H -0.89 4.54 1.90
H -3.36 2.84 2.32
H -2.05 3.10 3.46
H -2.53 1.45 3.05
H -2.95 3.42 -1.52
H -2.15 4.63 -3.48
H 0.08 4.10 -4.44
H 1.50 2.41 -3.37
H 4.02 0.48 -2.32
H 4.55 -0.21 -4.62
H 2.76 -1.16 -6.06
H 0.53 -1.58 -5.13
H -0.73 -3.67 -1.69
H 1.82 -3.35 -3.32
H 1.41 -4.64 -2.19
H 1.75 -3.01 -1.60
H -0.25 -3.54 -4.71
H -1.82 -3.82 -3.93
H -0.51 -4.98 -3.75
H -1.62 -1.64 -4.50
H -2.28 0.97 -3.06
H -2.79 0.53 -4.69
H -1.08 0.80 -4.33
H -3.60 -0.94 -2.29
H -3.08 -2.60 -2.55
H -3.94 -1.74 -3.83
H 3.28 2.48 -2.24
H 4.65 4.39 -1.63
H 4.70 5.19 0.72
H 3.50 3.93 2.45
H 1.20 3.46 3.33
H 0.70 1.06 5.18
H -0.42 1.55 3.93
H -0.07 2.65 5.28
H 2.91 1.99 5.41
H 2.28 3.63 5.52
H 3.56 3.26 4.37
H 4.10 1.24 3.56
H 2.43 -1.32 3.42
H 2.63 -0.28 4.81
H 4.02 -1.21 4.20
H 3.78 -0.44 1.03
H 5.14 -0.65 2.15
H 4.90 0.90 1.33
I 1.92 -2.51 0.96
C 0.58 -4.09 1.25
C 1.07 -5.25 1.77
C 0.17 -6.31 2.01
C -1.16 -6.14 1.76
C -1.66 -4.92 1.23
C -3.05 -4.74 1.01
C -3.51 -3.59 0.44
C -2.60 -2.57 0.07
C -1.26 -2.68 0.33
C -0.76 -3.87 0.92
H 2.12 -5.35 2.00
H 0.55 -7.25 2.39
H -1.87 -6.93 1.99
H -3.73 -5.53 1.29
H -4.57 -3.45 0.27
H -2.99 -1.70 -0.43
F -0.26 -0.42 2.35
B -0.95 -1.09 3.53
F -1.24 -2.39 3.16
F -0.05 -1.02 4.57
F -2.11 -0.34 3.75
*
```



Computed F_max, in the same sequence as the records: 3.84; 14.55; 7.17; 1.59 eV/A.